Entry 1:
Entry from the OMol25 dataset: 2 unconnected molecules or ions with the total composition C3H9N2O (ωB97M-V/def2-TZVPD).

As for the HOMO energy: -14.041 eV. The energy above the lowest of the compared OMol25 structures with the same formula, charge and spin is 138.0 kJ/mol. Its total energy is -304.1978 Ha. The calculation puts the max |F| at 0.4 eV Å⁻¹. The gap between HOMO and LUMO comes out at 9.16 eV. Its charge is +1.

Last column: natural (NBO) charge in e.
Positions of all 15 atoms, in Å:
C: -1.125805 -1.013477 -1.439660  -0.44
C: 0.789022 0.503556 -1.505757  0.13
N: 0.273507 -0.645676 -1.662366  -0.39
H: -1.160901 -1.805873 -0.699255  0.24
H: -1.545104 -1.360238 -2.378153  0.25
H: -1.663683 -0.144958 -1.080820  0.25
H: 0.185583 1.311549 -1.091803  0.27
H: 1.833567 0.614374 -1.757163  0.23
H: 0.894270 -1.388555 -1.973828  0.44
C: 0.082636 0.731627 1.644452  0.53
N: 0.463565 0.600122 2.919308  -0.79
O: -0.223758 1.754322 1.066309  -0.63
H: 0.083639 -0.247147 1.124511  0.07
H: 0.439918 1.396693 3.537270  0.42
H: 0.673546 -0.306326 3.296955  0.41

Forces on atoms 1 to 2 (eV/Å):
0.042 0.096 0.135
-0.219 0.120 0.093

Entry 2:
Entry from the OMol25 dataset: a gas-phase ion, C3H9N2O (charge +1) at a distorted geometry (ωB97M-V/def2-TZVPD).

As for the HOMO energy: -14.236 eV. The energy above the lowest of the compared OMol25 structures with the same formula, charge and spin is 375.6 kJ/mol. Its total energy is -304.1073 Ha. The SMILES is C[NH2+][C@H](N)C=O. The calculation puts the max |F| at 5.8 eV Å⁻¹. The gap between HOMO and LUMO comes out at 10.56 eV. Its charge is +1.

Last column: natural (NBO) charge in e.
Positions of all 15 atoms, in Å:
C: 0.830139 -0.166882 -0.061006  0.01
C: 0.641557 1.390372 0.056707  0.40
C: -1.510517 -0.174478 -0.284139  -0.40
N: 2.080096 -0.606373 0.342899  -0.83
N: -0.363398 -0.667353 0.532027  -0.50
O: 0.955361 2.170700 -0.750722  -0.40
H: 0.695028 -0.395686 -1.110121  0.22
H: 0.402370 1.594442 1.095584  0.09
H: -1.719935 0.825752 0.169572  0.24
H: -1.167198 0.008842 -1.237328  0.25
H: -2.283365 -0.797624 -0.028793  0.24
H: 2.959761 -0.696640 0.019644  0.44
H: 2.385840 -0.080526 1.150067  0.37
H: -0.611388 -1.650618 0.422230  0.46
H: -0.299361 -0.368466 1.527860  0.44

Forces on atoms 1 to 2 (eV/Å):
1.818 1.521 -4.883
1.160 -2.248 1.218

Entry 3:
Entry from the OMol25 dataset: a gas-phase ion, C3H9N2O (charge +1) at a distorted geometry (ωB97M-V/def2-TZVPD).

As for the HOMO energy: -15.371 eV. The energy above the lowest of the compared OMol25 structures with the same formula, charge and spin is 283.6 kJ/mol. Its total energy is -304.1424 Ha. The SMILES is C[C@@]1(N)O[C@@H]1[NH3+]. The calculation puts the max |F| at 4.4 eV Å⁻¹. The gap between HOMO and LUMO comes out at 12.08 eV. Its charge is +1.

Last column: natural (NBO) charge in e.
Positions of all 15 atoms, in Å:
C: -0.821060 -0.696748 0.341195  0.15
C: 0.505248 -0.155318 -0.248169  0.38
C: 1.845606 -0.563148 0.283742  -0.66
N: -1.939613 0.206555 0.284542  -0.77
N: 0.228958 1.242828 -0.753787  -0.86
O: -0.270339 -1.219017 -0.881565  -0.44
H: -0.870599 -1.468788 1.215515  0.23
H: 2.781526 -0.485743 -0.332653  0.26
H: 1.720243 -1.532285 0.525249  0.24
H: 2.057439 0.035137 1.272473  0.24
H: -2.564447 -0.126189 -0.502822  0.45
H: -2.495661 0.311522 1.105841  0.45
H: 0.894572 1.987944 -0.436994  0.43
H: -1.332934 1.206297 -0.122079  0.48
H: 0.261060 1.256948 -1.750494  0.41

Forces on atoms 1 to 2 (eV/Å):
3.004 -2.543 1.704
-1.760 0.573 0.327

Entry 4:
Entry from the OMol25 dataset: a gas-phase ion, C3H9N2O (charge +1) at a distorted geometry (ωB97M-V/def2-TZVPD).

As for the HOMO energy: -14.045 eV. The energy above the lowest of the compared OMol25 structures with the same formula, charge and spin is 497.8 kJ/mol. Its total energy is -304.0608 Ha. The SMILES is CNO[C@H]1C[NH2+]1. The calculation puts the max |F| at 5.4 eV Å⁻¹. The gap between HOMO and LUMO comes out at 10.63 eV. Its charge is +1.

Last column: natural (NBO) charge in e.
Positions of all 15 atoms, in Å:
C: -2.071754 -0.699346 0.128396  -0.21
C: -0.796801 -0.120894 -0.273243  0.28
C: 2.470934 -0.304605 -0.012080  -0.44
N: 1.376345 0.679377 0.108009  -0.33
N: -1.961840 0.729488 0.046053  -0.56
O: 0.146607 0.025068 0.685469  -0.39
H: -2.678601 -1.113477 -0.535451  0.24
H: -2.060139 -1.021917 1.093122  0.25
H: -0.529514 -0.225876 -1.245595  0.22
H: 2.099751 -1.003097 -0.773390  0.20
H: 3.249348 0.390450 -0.645155  0.23
H: 3.002721 -0.777918 0.783203  0.22
H: 1.745031 1.419077 0.700879  0.37
H: -2.513137 1.297921 -0.673982  0.46
H: -1.919986 1.341942 0.906676  0.46

Forces on atoms 1 to 2 (eV/Å):
2.468 1.214 1.514
0.441 0.243 2.447

Entry 5:
Entry from the OMol25 dataset: 2 unconnected molecules or ions with the total composition C3H9N2O2 (ωB97M-V/def2-TZVPD).

As for the HOMO energy: -4.112 eV. The energy above the lowest of the compared OMol25 structures with the same formula, charge and spin is 50.4 kJ/mol. Its total energy is -379.7621 Ha. The calculation puts the max |F| at 0.7 eV Å⁻¹. The gap between HOMO and LUMO comes out at 8.50 eV. Its charge is -1.

Last column: natural (NBO) charge in e.
Positions of all 16 atoms, in Å:
N: 1.555429 -1.164935 -2.642987  -0.92
C: 0.687387 -0.832843 -1.561605  0.86
O: 1.021557 -1.273831 -0.436019  -0.82
O: -0.295938 -0.113977 -1.853432  -0.82
H: 2.150704 -1.960488 -2.499308  0.36
H: 1.093558 -1.121002 -3.533403  0.36
C: 0.246046 1.511249 1.145218  -0.41
N: -1.146096 1.109925 1.366377  -0.65
C: -1.320728 -0.336217 1.483292  -0.43
H: 0.812050 1.177036 2.013875  0.17
H: 0.608680 1.133100 0.191816  0.22
H: 0.307561 2.604586 1.135416  0.16
H: -1.668904 1.389446 0.555325  0.35
H: -0.919049 -0.846688 0.598865  0.24
H: -2.368908 -0.554740 1.690831  0.16
H: -0.763346 -0.720616 2.345733  0.16

Forces on atoms 1 to 2 (eV/Å):
0.093 0.300 -0.219
-0.014 -0.153 0.411

Entry 6:
Entry from the OMol25 dataset: a gas-phase ion, C3H9N2O2 (charge +1) at a distorted geometry (ωB97M-V/def2-TZVPD).

As for the HOMO energy: -13.942 eV. The energy above the lowest of the compared OMol25 structures with the same formula, charge and spin is 416.0 kJ/mol. Its total energy is -379.3464 Ha. The SMILES is COC(=[NH2+])CON. The calculation puts the max |F| at 5.3 eV Å⁻¹. The gap between HOMO and LUMO comes out at 10.40 eV. Its charge is +1.

Last column: natural (NBO) charge in e.
Positions of all 16 atoms, in Å:
C: -0.165439 -0.592750 0.000735  -0.18
C: 0.010162 0.879572 -0.130233  0.71
C: 2.183436 0.972648 0.872791  -0.27
N: -2.014091 -2.209943 0.035639  -0.50
N: -0.953637 1.528636 -0.741918  -0.69
O: -1.382508 -1.027807 -0.607247  -0.45
O: 1.043671 1.479056 0.199596  -0.40
H: 0.781013 -0.988610 -0.522021  0.22
H: 0.002357 -1.054036 0.909743  0.25
H: 1.929829 0.178645 1.613087  0.21
H: 2.704909 1.799899 1.366701  0.24
H: 2.841638 0.706127 0.111626  0.22
H: -1.482251 -2.979728 -0.526303  0.36
H: -0.760813 2.496319 -1.212952  0.45
H: -3.042012 -2.218943 -0.293267  0.38
H: -1.696266 1.030914 -1.075976  0.43

Forces on atoms 1 to 2 (eV/Å):
0.364 -1.318 -2.451
-2.653 -1.393 -0.656

Entry 7:
Entry from the OMol25 dataset: a gas-phase ion, C3H9N2O2 (charge +1) at a distorted geometry (ωB97M-V/def2-TZVPD).

As for the HOMO energy (spin up / spin down): -15.480 / -15.480 eV. The energy above the lowest of the compared OMol25 structures with the same formula, charge and spin is 651.2 kJ/mol. Its total energy is -379.2568 Ha. The SMILES is CC(C)N(O)[NH+]=O. The calculation puts the max |F| at 4.1 eV Å⁻¹. The gap between HOMO and LUMO (spin up / spin down) comes out at 9.72 / 9.72 eV. Its charge is +1.

Last column: natural (NBO) charge in e.
Positions of all 16 atoms, in Å:
C: -0.547356 1.376722 -0.734726  -0.61
C: -0.698945 -0.497246 1.103872  -0.67
C: -0.222532 -0.012243 -0.175790  0.02
N: 2.330864 -0.632389 -0.686693  0.18
N: 1.354794 0.003960 -0.058694  0.20
O: 3.496130 -0.549369 -0.282641  -0.34
O: 1.744738 0.857125 0.858976  -0.45
H: -1.504006 1.314674 -1.125626  0.25
H: -0.367879 2.027117 0.117589  0.24
H: 0.132757 1.499050 -1.556877  0.22
H: -1.727988 -0.271252 1.167923  0.26
H: -0.193664 0.023382 1.938548  0.25
H: -0.592712 -1.618942 1.236821  0.25
H: -0.364924 -0.772543 -0.987184  0.22
H: 2.087383 -1.143484 -1.554620  0.43
H: 2.765708 0.663376 1.053621  0.54

Forces on atoms 1 to 2 (eV/Å):
1.864 -1.467 1.787
0.510 -1.430 2.118

Entry 8:
Entry from the OMol25 dataset: 2 unconnected molecules or ions with the total composition C3H9N2O2 at a distorted geometry (ωB97M-V/def2-TZVPD).

As for the HOMO energy: -14.261 eV. The energy above the lowest of the compared OMol25 structures with the same formula, charge and spin is 200.4 kJ/mol. Its total energy is -379.4285 Ha. The calculation puts the max |F| at 1.5 eV Å⁻¹. The gap between HOMO and LUMO comes out at 10.98 eV. Its charge is +1.

Last column: natural (NBO) charge in e.
Positions of all 16 atoms, in Å:
O: -3.044245 -1.201364 1.712094  -0.48
C: -1.939532 -1.624216 1.883427  0.41
C: -0.758878 -1.025425 1.172473  -0.34
N: -1.237377 0.104983 0.335312  -0.68
H: -1.758173 -2.446340 2.590087  0.16
H: -0.004137 -0.648503 1.861779  0.26
H: -0.304984 -1.833853 0.594508  0.25
H: -0.417800 0.537563 -0.149222  0.48
H: -1.871824 -0.244854 -0.382108  0.44
H: -1.735960 0.799761 0.897856  0.46
C: 1.955236 1.101891 -1.172938  0.62
N: 2.209387 1.826805 -2.350111  -0.87
O: 1.075305 1.300492 -0.379193  -0.60
H: 2.636625 0.229501 -1.069724  0.11
H: 3.222204 1.915793 -2.416137  0.39
H: 1.974154 1.207766 -3.128103  0.40

Forces on atoms 1 to 2 (eV/Å):
-0.351 0.279 -0.294
-0.190 -0.117 0.743

Entry 9:
Entry from the OMol25 dataset: 3 unconnected molecules or ions with the total composition C3H9N2O2 at a distorted geometry (ωB97M-V/def2-TZVPD).

As for the HOMO energy: -13.326 eV. The energy above the lowest of the compared OMol25 structures with the same formula, charge and spin is 532.6 kJ/mol. Its total energy is -379.3020 Ha. The calculation puts the max |F| at 4.9 eV Å⁻¹. The gap between HOMO and LUMO comes out at 5.32 eV. Its charge is +1.

Last column: natural (NBO) charge in e.
Positions of all 16 atoms, in Å:
C: 1.363407 -0.309633 0.894980  0.06
C: 1.822853 -0.667006 -0.362085  0.16
N: 1.199415 0.132249 -1.274884  -0.37
C: 0.377468 1.034651 -0.585334  -0.17
N: 0.532569 0.772731 0.839540  -0.29
H: 1.612150 -0.653060 1.915078  0.28
H: 2.559789 -1.433728 -0.618908  0.29
H: 1.774288 0.520872 -2.012118  0.46
H: 0.549760 2.089834 -0.894075  0.30
H: -0.444073 0.555371 1.342551  0.48
H: -0.764331 0.926989 -0.751932  0.39
H: -2.432146 0.218953 2.004642  0.49
O: -1.846267 0.229592 1.243190  -1.04
H: -2.131058 -0.479972 0.020661  0.49
H: -2.892654 -1.483015 -0.933710  0.48
O: -2.028608 -1.078603 -0.815644  -1.03

Forces on atoms 1 to 2 (eV/Å):
-1.551 2.398 2.775
-0.429 0.586 -2.414

Entry 10:
Entry from the OMol25 dataset: 2 unconnected molecules or ions with the total composition C3H9N2O3 at a distorted geometry (ωB97M-V/def2-TZVPD).

As for the HOMO energy: -3.081 eV. The energy above the lowest of the compared OMol25 structures with the same formula, charge and spin is 192.9 kJ/mol. Its total energy is -454.9611 Ha. The calculation puts the max |F| at 1.6 eV Å⁻¹. The gap between HOMO and LUMO comes out at 6.19 eV. Its charge is -1.

Last column: natural (NBO) charge in e.
Positions of all 17 atoms, in Å:
C: 1.233992 -1.166165 0.069285  -0.44
N: 0.291829 -0.785461 -1.021276  -0.71
C: 1.070510 0.130037 -2.036035  0.16
O: 2.276295 -0.257422 -2.310209  -0.91
H: 1.927386 -1.892688 -0.351569  0.20
H: 0.634899 -1.613915 0.863563  0.19
H: 1.757978 -0.284775 0.421605  0.20
H: 0.032980 -1.610421 -1.536366  0.35
H: 0.935320 1.126181 -1.503932  0.04
H: 0.380231 0.152547 -2.915969  0.06
N: -1.324969 0.625885 0.682580  -0.90
C: -1.503636 0.516394 2.012556  0.87
O: -1.956745 1.624722 2.659876  -0.70
O: -1.325488 -0.483948 2.662285  -0.66
H: -1.692486 1.476651 0.283630  0.35
H: -0.681647 0.085371 -0.032404  0.46
H: -2.056441 2.357003 2.052374  0.46

Forces on atoms 1 to 2 (eV/Å):
-0.971 -0.670 -1.070
0.669 1.179 0.402